(1)
2 unconnected molecules or ions with the total composition C25H47N3O3PS in a non-equilibrium geometry, computed with ωB97M-V/def2-TZVPD.

Each line ends with the Löwdin charge.
Geometry (Å):
C -4.103 -1.500 -4.901  -0.1132
C -3.607 -1.143 -3.484  -0.2564
C -2.371 -0.231 -3.466  -0.2234
C -1.058 -1.021 -3.398  -0.2188
C -0.681 -1.350 -1.947  -0.2676
C -0.200 -0.114 -1.156  -0.3095
P 1.535 -0.196 -0.337  0.5977
C 2.292 -1.113 -1.878  -0.3216
C 3.766 -0.765 -2.107  -0.2771
C 4.033 0.643 -2.666  -0.2038
C 4.586 1.632 -1.654  -0.1958
N 5.355 2.705 -2.348  -0.1464
C 6.720 2.278 -2.662  -0.0740
C 5.384 3.896 -1.568  -0.5169
C 4.875 5.141 -2.232  0.0002
O 5.763 3.927 -0.435  0.1117
C 1.161 -1.867 0.632  -0.2405
C 0.202 -1.916 1.783  -0.4873
C -1.246 -1.542 1.634  -0.0436
N 0.534 -2.285 2.959  0.0943
C 1.041 0.898 1.192  -0.2831
C 0.094 1.921 1.170  -0.1035
C -0.089 2.705 2.305  -0.0996
C 0.672 2.453 3.445  -0.1959
N 1.596 1.493 3.498  0.0439
C 1.753 0.761 2.396  -0.1815
H -5.182 -1.405 -4.986  0.0565
H -3.825 -2.517 -5.168  0.0598
H -3.660 -0.848 -5.652  0.0593
H -4.420 -0.653 -2.952  0.0950
H -3.388 -2.063 -2.946  0.0960
H -2.449 0.431 -2.605  0.0999
H -2.400 0.412 -4.347  0.0966
H -1.234 -1.965 -3.923  0.1050
H -0.250 -0.479 -3.883  0.0965
H -1.599 -1.737 -1.494  0.0877
H 0.024 -2.175 -1.933  0.0752
H -0.131 0.716 -1.865  0.0687
H -0.992 0.168 -0.467  0.0469
H 2.889 -0.208 0.247  0.0073
H 1.883 1.078 -1.007  0.0042
H 2.226 -2.197 -1.778  0.0606
H 1.759 -0.798 -2.777  0.0594
H 4.336 -0.885 -1.182  0.0814
H 4.181 -1.488 -2.813  0.0895
H 4.753 0.580 -3.483  0.0909
H 3.116 1.058 -3.082  0.1025
H 5.228 1.143 -0.917  0.1184
H 3.792 2.111 -1.088  0.1023
H 7.104 2.799 -3.539  0.0792
H 6.703 1.221 -2.908  0.0774
H 7.399 2.430 -1.820  0.0849
H 4.789 5.019 -3.306  0.0725
H 5.524 5.978 -1.995  0.0766
H 3.883 5.346 -1.834  0.0886
H 0.876 -2.659 -0.063  0.0646
H 2.131 -2.171 1.034  0.0635
H -1.433 -0.553 2.049  0.0795
H -1.816 -2.244 2.237  0.0511
H -1.618 -1.600 0.621  0.0505
H 1.534 -2.481 2.989  0.0279
H -0.470 2.104 0.266  0.0900
H -0.811 3.512 2.314  0.0820
H 0.525 3.056 4.332  0.0813
H 2.521 -0.004 2.439  0.0883
C -5.910 -2.261 5.747  -0.2268
C -5.108 -0.972 5.986  -0.2159
C -4.156 -0.795 4.796  -0.2128
S -4.959 -1.592 3.401  0.6506
O -4.180 -2.731 3.000  -0.3154
O -5.385 -0.604 2.444  -0.3239
C -6.388 -2.196 4.299  -0.2363
H -6.747 -2.353 6.439  0.1095
H -5.263 -3.130 5.884  0.1182
H -5.793 -0.124 6.042  0.1134
H -4.555 -1.009 6.923  0.1115
H -3.983 0.248 4.542  0.1045
H -3.203 -1.299 4.948  0.1108
H -6.684 -3.157 3.885  0.1037
H -7.188 -1.467 4.171  0.1032

The LUMO energy comes out at 2.14 eV. The HOMO energy is -4.08 eV. The total charge is -1. For the HOMO-LUMO gap, the calculation gives 6.224 eV.

---

(2)
A molecular structure, C25H48Cl3N4O3PbSSi in a non-equilibrium geometry, computed with ωB97M-V/def2-TZVPD.

Each line ends with the Löwdin charge.
Geometry (Å):
C -1.530 -2.231 -3.547  -0.0490
C -1.097 -3.264 -2.555  -0.2257
H -1.285 -2.541 -4.567  0.0546
H -1.061 -1.250 -3.373  0.0276
H -2.621 -2.082 -3.504  0.0907
C -0.627 -4.477 -2.873  -0.1316
C -0.418 -4.985 -4.263  -0.1172
H -0.384 -5.185 -2.082  0.0989
H -0.635 -4.252 -5.047  0.0524
H -1.037 -5.874 -4.444  0.0653
H 0.628 -5.301 -4.389  0.0624
Pb -0.206 0.274 -0.314  0.8334
Cl -2.683 -0.050 0.501  -0.2991
Cl -0.213 1.334 -2.751  -0.1897
H 0.750 4.999 3.382  0.0866
H -1.497 5.884 2.092  0.0889
C 1.084 4.731 2.370  -0.0362
C -1.005 5.489 1.191  -0.0452
N -0.066 4.421 1.526  -0.1881
H 1.762 3.869 2.409  0.0908
C -0.275 3.192 1.043  -0.3117
O 0.461 2.205 1.315  -0.1922
H -1.748 5.043 0.519  0.0897
H -1.159 3.115 0.381  0.1294
H 1.604 5.607 1.963  0.0872
H -0.488 6.321 0.692  0.0882
H 1.571 -1.710 -3.354  0.0877
H 2.388 -3.819 -2.154  0.0830
C 2.414 -1.141 -2.941  -0.0527
C 3.263 -3.206 -1.891  -0.0586
N 2.884 -1.808 -1.737  -0.1849
H 2.089 -0.120 -2.718  0.0283
C 2.962 -1.169 -0.548  -0.3361
O 2.518 -0.026 -0.332  -0.1479
H 3.690 -3.563 -0.942  0.0837
H 3.456 -1.766 0.254  0.1381
H 3.222 -1.136 -3.687  0.0861
H 4.000 -3.313 -2.699  0.0807
O -0.021 -2.006 -0.913  -0.4228
C -1.095 -2.806 -1.089  -0.4840
C 0.121 -4.394 0.517  -0.0841
C -1.073 -3.915 -0.020  -0.1856
H 1.066 -4.006 0.136  0.0998
C 0.097 -5.302 1.582  -0.1040
H -2.052 -2.269 -0.939  0.0745
C -2.290 -4.391 0.477  -0.0355
H 1.038 -5.568 2.059  0.0908
C -1.116 -5.865 1.995  -0.1243
C -2.312 -5.414 1.427  -0.1073
H -3.199 -3.945 0.071  0.1147
H -1.119 -6.648 2.759  0.0857
H -3.267 -5.853 1.726  0.0890
Si -0.395 4.799 -5.605  0.0885
Cl -0.634 3.291 -7.018  0.2821
C 1.436 4.806 -5.216  -0.2214
C -1.519 4.321 -4.196  -0.2389
C -0.945 6.410 -6.392  -0.2298
H 1.748 3.820 -4.851  0.0316
H 1.669 5.553 -4.448  0.0273
H 2.019 5.041 -6.117  0.0262
H -0.337 6.652 -7.272  0.0239
H -0.853 7.234 -5.673  0.0265
H -1.992 6.347 -6.711  0.0265
H -1.221 3.339 -3.800  -0.0782
H -2.560 4.255 -4.538  0.0328
H -1.464 5.050 -3.379  0.0254
C 0.659 2.174 5.762  -0.0991
C -0.189 1.559 4.672  -0.2460
N 0.568 0.502 3.953  0.0034
C -0.071 -0.627 3.537  -0.8356
S 0.433 -1.471 2.169  0.6725
N -1.141 -1.044 4.276  -0.0244
C -1.088 -1.216 5.747  -0.2466
C -2.477 -1.127 6.364  -0.0970
H 1.050 1.402 6.438  0.0704
H 0.044 2.880 6.336  0.0725
H 1.503 2.723 5.331  0.0658
H -1.088 1.101 5.091  0.0906
H -0.548 2.313 3.954  0.1099
H 1.207 0.867 3.236  0.1117
H -1.667 -1.772 3.772  0.1294
H -0.659 -2.204 5.985  0.1189
H -0.422 -0.455 6.165  0.0924
H -3.111 -1.961 6.050  0.0728
H -2.384 -1.183 7.455  0.0695
H -2.979 -0.186 6.115  0.0720

The LUMO energy comes out at 2.17 eV. The HOMO energy is -3.96 eV. As for the relative energy (zero: lowest compared OMol25 entry of this formula, charge and spin): 7.8 kcal per mole. The total charge is -1. For the HOMO-LUMO gap, the calculation gives 6.135 eV.

---

(3)
10 unconnected molecules or ions with the total composition C25H48Cl8FN5O5 in a non-equilibrium geometry, computed with ωB97M-V/def2-TZVPD.

Each line ends with the Löwdin charge.
Geometry (Å):
F -4.408 0.111 0.618  0.0905
C -4.082 -0.209 -0.621  -0.3165
C -2.779 -0.555 -0.895  -0.0130
C -2.361 -0.624 -2.232  -0.0723
C -3.201 -0.171 -3.252  -0.1019
C -4.531 0.051 -2.950  -0.0909
C -4.988 0.011 -1.646  -0.0084
H -2.099 -0.704 -0.069  0.0920
H -1.329 -0.728 -2.533  0.0731
H -2.845 -0.303 -4.263  0.0981
H -5.214 0.209 -3.772  0.1032
H -6.018 0.177 -1.365  0.1190
C 1.747 -1.714 3.341  -0.0443
N 1.661 -2.596 4.534  0.0188
C 2.571 -3.476 4.892  -0.5799
C 2.173 -4.467 5.957  -0.0017
O 3.611 -3.576 4.250  0.0161
H 2.708 -1.202 3.384  0.0912
H 0.889 -1.053 3.463  0.0299
H 1.658 -2.287 2.419  0.0729
H 0.848 -2.506 5.127  0.1255
H 2.290 -5.455 5.511  0.0859
H 1.099 -4.525 6.131  0.0723
H 2.719 -4.445 6.900  0.0832
C -2.254 3.117 -1.295  -0.0691
N -2.855 3.822 -2.420  0.0160
C -4.016 4.540 -2.314  -0.5602
C -4.721 5.037 -3.540  -0.0076
O -4.617 4.663 -1.257  0.0365
H -1.342 2.764 -1.777  0.0704
H -2.743 2.242 -0.866  0.0693
H -2.090 3.762 -0.431  0.0888
H -2.486 3.693 -3.352  0.1208
H -5.051 6.069 -3.421  0.0864
H -5.601 4.394 -3.561  0.0912
H -4.082 4.941 -4.418  0.0688
C -2.485 -1.941 2.970  -0.0918
N -1.892 -2.639 1.849  0.0105
C -2.246 -3.888 1.498  -0.5545
C -1.628 -4.476 0.220  0.0083
O -3.051 -4.470 2.191  0.0327
H -3.456 -2.330 3.276  0.0855
H -2.736 -0.942 2.615  0.0647
H -1.860 -1.970 3.863  0.0507
H -1.068 -2.169 1.503  0.0678
H -0.641 -4.060 0.020  0.0639
H -2.275 -4.251 -0.627  0.0761
H -1.597 -5.561 0.317  0.0783
C 1.632 -0.911 -1.164  -0.0849
N 1.157 0.310 -0.558  0.0509
C 0.624 0.223 0.610  -0.5199
C 0.321 1.534 1.393  0.0268
O 0.193 -0.860 1.063  -0.0504
H 0.805 -1.570 -1.426  0.0503
H 2.254 -1.575 -0.564  0.0240
H 2.057 -0.653 -2.135  0.0826
H 1.340 1.120 -1.134  0.0743
H 1.096 2.197 1.007  0.0426
H 0.467 1.293 2.446  0.0142
H -0.690 1.879 1.177  0.0792
C 3.567 2.619 -4.396  -0.0360
N 2.520 3.568 -4.073  0.0090
C 1.784 3.499 -2.991  -0.5485
C 0.920 4.647 -2.839  -0.0051
O 1.633 2.451 -2.307  -0.0119
H 4.456 2.840 -3.805  0.0876
H 3.661 2.740 -5.475  0.0918
H 3.207 1.618 -4.160  0.0842
H 2.401 4.334 -4.721  0.1480
H 0.371 4.508 -1.908  0.0870
H 0.241 4.759 -3.685  0.0968
H 1.466 5.590 -2.847  0.0964
Cl 2.086 -5.284 -4.328  0.4419
C 0.950 -4.129 -3.420  -0.9445
Cl 0.517 -2.621 -4.271  0.5103
H 0.055 -4.692 -3.154  0.0244
H 1.449 -3.933 -2.471  -0.0048
Cl 3.640 3.408 2.024  0.4806
C 4.213 2.936 0.366  -0.9859
Cl 5.371 4.033 -0.402  0.5059
H 4.716 1.971 0.433  0.0288
H 3.308 2.966 -0.240  -0.0122
Cl -0.954 0.696 4.652  0.5071
C 0.012 1.449 6.047  -0.9534
Cl 1.175 2.546 5.386  0.5454
H -0.779 1.917 6.633  0.0249
H 0.467 0.669 6.658  0.0322
Cl 5.352 -5.111 1.299  0.5360
C 4.586 -3.568 1.008  -1.0304
Cl 4.142 -3.351 -0.709  0.5236
H 3.702 -3.633 1.642  -0.0056
H 5.186 -2.734 1.372  0.0410

The LUMO energy comes out at -0.11 eV. The HOMO energy is -8.87 eV. The SMILES is Fc1ccccc1.CNC(C)=O.CNC(C)=O.CNC(C)=O.CNC(C)=O.CNC(C)=O.ClCCl.ClCCl.ClCCl.ClCCl. As for the relative energy (zero: lowest compared OMol25 entry of this formula, charge and spin): 40.3 kcal per mole. For the HOMO-LUMO gap, the calculation gives 8.764 eV.